Molecular formula: C20H26F12N2O22S4Zr
Method: DFT, ωB97M-V/def2-TZVPD

Properties
HOMO-LUMO gap	7.73	eV
E_HOMO	-10.642	eV
charge	0
lowest unoccupied orbital energy	-2.9	eV

Last column: Löwdin charge in e.
Element x y z (Å)
Zr -1.252839 -2.115583 0.026257  2.014
C -1.965885 1.633571 -1.991003  -0.564
F -1.182948 2.342260 -1.109376  0.105
F -2.549294 2.579309 -2.740969  0.156
F -1.220637 0.837011 -2.760531  0.141
S -3.271749 0.540196 -1.034173  0.775
O -3.196793 0.947444 0.385196  -0.312
O -4.572017 0.951057 -1.626055  -0.259
N -2.668928 -1.122314 -1.190106  -0.460
S -3.731521 -1.699444 -2.248182  0.591
O -3.447299 -3.084307 -2.553687  -0.277
O -5.132412 -1.493918 -1.950846  -0.266
C -3.508690 -0.900645 -4.035517  -0.613
F -3.819580 0.368455 -4.025204  0.164
F -2.198393 -1.044679 -4.432198  0.109
F -4.250089 -1.669043 -4.789958  0.191
C 0.388704 -1.547965 4.055852  -0.603
F 0.948442 -0.411303 3.744003  0.172
F 0.918889 -1.959603 5.256996  0.125
F -0.907117 -1.434535 4.227174  0.153
S 0.830142 -2.960960 2.704807  0.755
O 1.831366 -2.394486 1.795716  -0.297
O 1.292611 -4.150408 3.432737  -0.270
N -0.699939 -3.132983 1.817313  -0.462
S -1.460229 -4.270540 2.795532  0.649
O -1.275187 -4.218611 4.238768  -0.268
O -2.882685 -4.356456 2.528471  -0.299
C -0.796669 -6.067263 2.143979  -0.522
F 0.551061 -5.998677 1.970703  0.103
F -1.201594 -7.015645 2.978463  0.171
F -1.377945 -6.332308 0.914623  0.093
C 1.222862 1.306866 0.922277  0.072
C 0.303006 0.172097 0.552346  -0.640
O -0.625023 -0.305746 1.224105  -0.128
O 0.412818 -0.584114 -0.419354  -0.079
H 0.713183 2.265024 0.820971  0.080
H 2.159856 1.363341 0.368243  0.085
H 1.358034 1.279938 2.003524  0.094
C 1.258782 -3.873886 -3.041727  0.037
C 0.304613 -3.317247 -1.961904  -0.656
O 0.383727 -3.586357 -0.745663  -0.096
O -0.703209 -2.653135 -2.224625  -0.083
H 1.556019 -3.091310 -3.739808  0.091
H 0.595899 -4.552690 -3.578302  0.094
H 2.125156 -4.443833 -2.706085  0.088
C 3.861251 -2.164188 -1.392121  0.003
C 3.748396 -0.726010 -0.866777  -0.304
C 4.514569 -0.410113 0.418272  -0.099
O 5.022735 0.915328 0.235621  0.064
C 4.961376 1.151815 -1.126165  -0.483
O 5.260274 2.229177 -1.693296  0.089
O 4.298422 0.199057 -1.796258  0.091
H 3.295111 -2.269306 -2.317614  0.068
H 3.391912 -2.772727 -0.619147  0.080
H 4.841861 -2.629988 -1.489799  0.094
H 2.692953 -0.506943 -0.705069  0.112
H 5.232851 -1.172917 0.718764  0.138
H 3.853238 -0.376656 1.284069  0.118
C 2.113955 3.367254 -2.289882  -0.002
C 1.152737 4.217506 -3.124952  -0.344
C 1.503244 5.648791 -3.080734  -0.113
O 1.775839 6.004763 -4.410771  0.106
C 1.609200 4.938720 -5.174199  -0.561
O 1.921012 4.898521 -6.380828  0.104
O 1.239940 3.894222 -4.485418  0.128
H 1.805257 2.331020 -2.427782  0.082
H 2.053338 3.505738 -1.210423  0.087
H 3.060728 3.545026 -2.799906  0.102
H 0.127550 4.059414 -2.790123  0.138
H 2.343988 5.862334 -2.420705  0.142
H 0.668399 6.272703 -2.761581  0.140
C -3.345942 1.806220 3.870039  -0.013
C -1.866564 2.018685 3.874993  -0.360
C -1.444310 3.298184 3.133878  -0.084
O -0.965257 4.131494 4.149080  0.105
C -0.830278 3.453268 5.260633  -0.543
O -0.295065 3.894587 6.246500  0.155
O -1.413612 2.202136 5.181064  0.093
H -3.697687 1.490223 2.887935  0.069
H -3.883495 2.719103 4.126523  0.102
H -3.599720 0.978837 4.532721  0.092
H -1.322262 1.230087 3.355432  0.123
H -2.333513 3.674035 2.627762  0.138
H -0.632417 3.127876 2.426830  0.115
O -3.008326 -1.699660 1.466777  -0.105
H -3.113902 -1.748053 2.416904  0.092
H -3.854288 -1.386133 1.146972  0.085

Cartesian forces (eV/Å) of the 2 atoms listed first:
Zr 4.097 1.009 -1.235
C 0.766 0.933 -0.230